# 1
C29H76AlNaO15P | ωB97M-V/def2-TZVPD

- charge = -1
- DFT total energy (Ha) = -3025.0882
- LUMO (eV) = -3.08
- frontier orbital gap (eV) = 1.12
- energy above the lowest of the compared OMol25 structures with the same formula, charge and spin (kcal/mol) = 207.3

Atoms and positions in Å:
Na -2.2331 1.2759 0.3533
Al 1.0771 -3.1996 0.9825
O -5.6581 -9.8029 1.8527
C -4.6874 -9.8003 1.0949
C -0.5796 -3.2417 -5.9442
O -0.7261 -3.3798 -7.1285
H -1.2490 -1.6297 -3.5866
H -8.6992 -11.6386 -1.6274
H -0.5962 -4.0975 -5.2138
H -0.3682 -2.3208 -5.3432
P -0.4507 -1.2324 1.4193
O -0.6289 -0.3428 2.6651
O -0.6000 -2.6942 1.7433
O 1.0680 -1.3709 0.8449
O -1.2784 -0.8291 0.1593
C 5.5835 1.6728 -2.3191
C 5.7595 1.0136 -0.9040
C 5.7689 -0.4857 -0.8607
O 6.8797 1.5661 -0.2926
H 4.6902 1.3236 -2.8016
H 6.3940 1.3613 -3.0733
H 5.5963 2.8241 -2.3315
H 4.9325 1.3134 -0.2310
H 4.7947 -0.8381 -1.1962
H 5.9449 -0.8428 0.1457
H 6.4907 -0.9438 -1.5225
H 7.5684 1.7925 -0.9492
C -1.3564 4.0976 3.5802
C -1.0422 2.6315 3.7914
C -1.9252 2.0504 4.9033
O -1.0445 2.0463 2.5311
H -1.4141 4.6606 4.5461
H -2.2330 4.1130 2.9077
H -0.5394 4.4437 2.8787
H 0.0217 2.4781 4.2595
H -1.6673 1.0689 5.1954
H -3.0304 2.0063 4.7103
H -1.7307 2.6007 5.8300
H -0.7832 0.8275 2.5366
C 1.8737 -1.9216 -2.7972
C 1.6383 -0.4668 -2.4851
C 1.8264 0.4638 -3.7179
O 0.2669 -0.1975 -2.0361
H 2.9211 -2.0834 -3.0397
H 1.2090 -2.2321 -3.6083
H 1.6765 -2.5828 -1.9631
H 2.3280 -0.2141 -1.6121
H 1.7731 1.5070 -3.4209
H 1.0749 0.1671 -4.4687
H 2.8114 0.3072 -4.1784
H 0.0620 -0.6647 -1.2490
C -4.5478 3.2328 0.5167
C -5.4627 4.4479 0.6012
C -4.7091 5.7762 0.4010
O -6.4587 4.3169 -0.3593
H -5.1202 2.3105 0.4932
H -3.8697 3.1493 1.3814
H -3.9668 3.2790 -0.4927
H -6.0164 4.4683 1.5839
H -5.4516 6.6182 0.4290
H -4.1048 5.7359 -0.5143
H -3.9750 5.7980 1.2603
H -5.9985 4.4662 -1.1839
C -0.1096 -8.0294 -1.1988
C 0.7190 -6.8791 -1.7342
C 2.1962 -6.9536 -1.3652
O 0.5678 -6.8031 -3.1601
H -1.1213 -7.8458 -1.4473
H 0.0497 -8.2712 -0.1205
H 0.1722 -8.9039 -1.7274
H 0.2512 -5.9476 -1.2960
H 2.7195 -7.7906 -1.8875
H 2.3406 -7.1446 -0.3159
H 2.7022 -5.9986 -1.6441
H 1.3001 -6.3056 -3.5386
C -5.1874 -2.3483 1.0931
C -4.7507 -0.9106 1.5010
C -4.0196 -0.9723 2.8526
O -3.8780 -0.4472 0.4833
H -4.3513 -2.8992 0.7465
H -6.0108 -2.1755 0.3699
H -5.6387 -2.7587 1.9997
H -5.5708 -0.1579 1.5064
H -3.6419 -1.9581 3.1305
H -4.7006 -0.7134 3.6454
H -3.2228 -0.2442 2.8823
H -2.8927 -0.6753 0.5651
C 4.6319 -1.8472 3.1274
C 3.8653 -0.5618 3.3991
C 4.8994 0.5160 3.8426
O 3.1383 0.0082 2.3587
H 4.0482 -2.7152 3.3388
H 5.5372 -1.9763 3.7557
H 4.9805 -1.9194 2.0811
H 3.2512 -0.6789 4.2988
H 5.5321 -0.0405 4.5928
H 4.4126 1.3660 4.2864
H 5.4840 0.7580 2.9605
H 2.4270 -0.6144 2.1491
C 2.3077 3.5181 -0.7787
C 1.8381 2.7888 0.4915
C 2.3532 3.2721 1.8528
O 0.3928 2.9231 0.4332
H 3.3783 3.4889 -0.8749
H 2.0205 4.5674 -0.6574
H 1.7325 3.1695 -1.6405
H 2.0726 1.7134 0.4395
H 2.1049 2.5540 2.6498
H 1.8918 4.2791 2.1649
H 3.4294 3.4186 1.6882
H -0.1634 2.6932 1.2260
C -2.5671 2.0521 -2.9370
C -1.4449 2.9853 -2.4333
C -1.4824 4.4170 -3.0727
O -1.6302 3.1881 -1.0935
H -2.4787 1.1472 -2.4414
H -2.4583 1.9195 -4.0027
H -3.5561 2.4728 -2.9095
H -0.4912 2.4765 -2.6575
H -0.7992 5.0717 -2.5330
H -2.4663 4.7840 -2.8849
H -1.2011 4.6266 -4.1100
H -0.7421 3.1534 -0.5961

# 2
C29H78Br2N6NbO6 | ωB97M-V/def2-TZVPD

- charge = -1
- DFT total energy (Ha) = -7136.5869
- LUMO (eV) = 2.02
- frontier orbital gap (eV) = 7.09

Atoms and positions in Å:
C 1.3378 2.9180 -4.9129
C 2.7961 2.4737 -4.8447
C 3.4020 2.4517 -3.4349
C 3.5972 1.0645 -2.8083
O 2.8326 0.8471 -1.6516
Nb 0.9543 0.7033 -1.1470
Br 0.4047 -0.6949 -3.2613
C 0.8882 -1.1444 0.1619
C -0.3029 -2.0948 -0.0096
N -0.8586 -2.5379 1.2853
C 1.1503 1.7751 0.8650
Br 3.0462 2.2759 1.1836
C 0.2063 2.9863 1.0187
C 0.6477 4.1515 1.9009
H 0.6625 2.1278 -4.5830
H 1.0614 3.2025 -5.9301
H 1.1691 3.7765 -4.2608
H 2.8922 1.4801 -5.2925
H 3.3933 3.1422 -5.4694
H 2.8006 3.0546 -2.7501
H 4.3849 2.9252 -3.4810
H 3.3626 0.2832 -3.5420
H 4.6509 0.9377 -2.5372
H 0.3417 2.3107 -1.8005
H -0.8285 0.7070 -0.7714
H 1.8272 -1.6420 -0.1089
H 0.9363 -0.8737 1.2158
H -1.0774 -1.6302 -0.6248
H 0.0179 -2.9952 -0.5425
H -1.6668 -3.1181 1.0823
H -1.2211 -1.7235 1.7743
H 0.9523 1.0819 1.6726
H -0.0594 3.3690 0.0375
H -0.7119 2.5685 1.4425
H 1.4121 4.7553 1.4141
H 1.0569 3.8106 2.8523
H -0.2085 4.7956 2.1142
C -4.2194 -3.1855 -1.9844
C -3.5962 -4.3281 -1.1955
C -3.9536 -5.7141 -1.7365
O -5.2811 -6.1320 -1.4544
C -6.2724 -5.6614 -2.3453
N -3.9367 -4.1690 0.2197
H -5.2837 -3.0893 -1.7642
H -3.7423 -2.2438 -1.7153
H -4.1036 -3.3295 -3.0605
H -2.5079 -4.2334 -1.2761
H -3.3074 -6.4578 -1.2652
H -3.7768 -5.7535 -2.8212
H -5.8778 -5.6038 -3.3665
H -6.6700 -4.6805 -2.0737
H -7.0894 -6.3844 -2.3240
H -3.4229 -4.8460 0.7759
H -4.9138 -4.4127 0.3538
C 8.2339 4.8350 2.7095
C 7.0354 4.8242 1.7671
C 6.4409 6.2176 1.5313
O 5.6893 6.7398 2.6129
C 6.4282 7.3786 3.6272
N 6.0631 3.8473 2.2444
H 7.9073 4.9594 3.7420
H 8.7714 3.8892 2.6486
H 8.9275 5.6442 2.4691
H 7.3791 4.4789 0.7855
H 5.7420 6.1568 0.6949
H 7.2343 6.9299 1.2602
H 7.2929 7.9129 3.2158
H 6.7888 6.6813 4.3893
H 5.7650 8.0988 4.1065
H 5.3190 3.7392 1.5612
H 5.6026 4.2208 3.0695
C 8.6982 6.5177 9.2694
C 9.0165 7.8848 8.6761
C 8.7173 7.9969 7.1778
O 9.6546 7.3537 6.3377
C 9.4368 5.9729 6.1206
N 10.3966 8.2404 9.0096
H 9.4506 5.7812 8.9853
H 8.6939 6.5773 10.3569
H 7.7236 6.1563 8.9376
H 8.3686 8.6209 9.1649
H 8.7537 9.0532 6.8990
H 7.7048 7.6285 6.9614
H 8.3661 5.7459 6.0899
H 9.9084 5.3497 6.8846
H 9.8735 5.7261 5.1545
H 10.5840 9.1961 8.7252
H 11.0172 7.6683 8.4442
C -10.1512 -0.5424 -0.4864
C -9.2810 -1.6816 0.0309
C -7.8470 -1.6597 -0.5042
O -7.7156 -2.0898 -1.8459
C -7.9247 -1.1068 -2.8390
N -9.9625 -2.9536 -0.2183
H -10.4508 -0.7162 -1.5209
H -11.0601 -0.4695 0.1093
H -9.6257 0.4125 -0.4375
H -9.1954 -1.5713 1.1173
H -7.2481 -2.3591 0.0854
H -7.4005 -0.6641 -0.3852
H -7.5763 -0.1259 -2.5006
H -8.9755 -1.0254 -3.1307
H -7.3430 -1.4015 -3.7115
H -9.4533 -3.7087 0.2294
H -9.9099 -3.1509 -1.2136
C -4.9086 -10.5894 -4.0262
C -4.8728 -9.0700 -4.1506
C -5.9479 -8.4989 -5.0810
O -5.6958 -8.6637 -6.4640
C -6.0879 -9.9013 -7.0151
N -3.5188 -8.6572 -4.5153
H -4.4983 -11.0674 -4.9168
H -4.3022 -10.9043 -3.1783
H -5.9271 -10.9536 -3.8786
H -5.0811 -8.6469 -3.1612
H -5.9907 -7.4196 -4.9212
H -6.9349 -8.9130 -4.8306
H -7.0097 -10.2665 -6.5481
H -5.3189 -10.6713 -6.9095
H -6.2723 -9.7389 -8.0765
H -3.4355 -7.6471 -4.4693
H -3.3574 -8.8965 -5.4891

# 3
C29H7F24GeLiN4OS2 | ωB97M-V/def2-TZVPD

- charge = -2
- DFT total energy (Ha) = -6681.3818
- LUMO (eV) = 3.91
- frontier orbital gap (eV) = 6.10
- energy above the lowest of the compared OMol25 structures with the same formula, charge and spin (kcal/mol) = 10.3

Atoms and positions in Å:
Li -0.5214 -0.1638 -0.0620
N -2.4217 3.6414 1.5041
C -1.7167 2.5281 1.0952
S -1.6115 2.2628 -0.5536
N -1.2195 1.8112 2.0979
N -0.6591 0.6579 1.7740
C -0.1612 -0.0703 2.7126
C 0.4392 -1.3296 2.3986
C 0.8526 -2.2150 3.4109
C 1.4604 -3.3999 3.0628
C 1.6377 -3.6947 1.7186
C 1.1761 -2.7730 0.7874
N 0.6046 -1.6353 1.1066
H -2.5600 4.3180 0.7711
H -2.1691 4.0080 2.4092
H -0.2053 0.2512 3.7611
H 0.6995 -1.9582 4.4485
H 1.7964 -4.0826 3.8337
H 2.1261 -4.6044 1.4064
H 1.2936 -2.9581 -0.2674
F -2.5032 -3.6982 -0.8578
C -1.8519 -3.3570 -1.9685
F -0.6470 -3.9373 -1.8945
F -2.4863 -3.9870 -2.9814
C -1.7584 -1.7872 -2.1079
O -1.6264 -1.2174 -0.9590
C -0.5589 -1.5155 -3.0707
F 0.6032 -1.6770 -2.4470
F -0.5742 -0.2832 -3.5717
F -0.5281 -2.3508 -4.1399
C -3.0643 -1.3508 -2.8700
F -3.0865 -1.7047 -4.1768
F -4.1597 -1.9106 -2.3315
F -3.2524 -0.0384 -2.8494
F 2.4910 4.3076 1.7495
C 2.4386 3.6861 2.9319
C 2.9599 2.4072 3.0291
C 2.8098 1.7717 4.2459
F 3.2253 0.4986 4.3857
C 2.2643 2.4026 5.3576
F 2.1836 1.7696 6.5441
C 1.8211 3.7139 5.2462
F 1.3415 4.3595 6.3260
C 1.8896 4.3564 4.0160
F 1.4464 5.6216 3.9049
Ge 3.6565 1.5453 1.3300
S 2.2739 1.4090 -0.2104
C 5.2498 2.7393 0.7692
C 5.5154 4.0553 1.1124
F 4.9704 4.5784 2.2220
C 6.3867 4.8589 0.3859
F 6.6078 6.1389 0.7450
C 7.0550 4.3353 -0.7124
F 7.9197 5.0972 -1.4102
C 6.8565 3.0012 -1.0544
F 7.5468 2.4727 -2.0832
C 5.9605 2.2458 -0.3157
F 5.7917 0.9482 -0.6324
C 4.8262 0.0454 2.0984
C 4.7111 -1.2471 1.6273
F 3.8443 -1.5023 0.6503
C 5.4886 -2.2902 2.1202
F 5.3506 -3.5404 1.6488
C 6.4371 -2.0311 3.1022
F 7.2193 -3.0210 3.5718
C 6.5912 -0.7334 3.5751
F 7.5396 -0.4721 4.4982
C 5.7854 0.2764 3.0672
F 5.9532 1.5319 3.5229

# 4
C29H81N7O8 | ωB97M-V/def2-TZVPD

- charge = 0
- DFT total energy (Ha) = -2138.3603
- LUMO (eV) = 0.19
- frontier orbital gap (eV) = 9.07
- energy above the lowest of the compared OMol25 structures with the same formula, charge and spin (kcal/mol) = 136.2
- structure (SMILES) = COC[C@H](C)N.COC[C@H](C)N.COC[C@H](C)N.COC[C@H](C)N.COC[C@H](C)N.COC[C@H](C)N.COC[C@H](C)N.CO

Atoms and positions in Å:
C 9.4334 -1.5876 0.2754
O 8.2024 -1.7799 -0.4879
C 8.0718 -0.7828 -1.5670
C 7.0497 -1.1415 -2.5475
C 6.9951 -0.1788 -3.7117
N 5.7275 -1.1244 -1.9457
H 9.3647 -2.2769 1.1169
H 9.4035 -0.5719 0.6699
H 10.3500 -1.8394 -0.2582
H 7.8584 0.2287 -1.2213
H 9.0741 -0.6036 -1.9561
H 7.1379 -2.1937 -2.8179
H 7.8769 -0.2306 -4.3503
H 6.8996 0.8220 -3.2905
H 6.1435 -0.2580 -4.3873
H 5.6307 -2.0662 -1.5939
H 5.8576 -0.6822 -1.0470
C 4.9331 3.0698 3.4432
O 5.0090 3.7234 2.2059
C 5.4043 5.1198 2.2973
C 4.6977 5.7257 1.0416
C 5.0865 5.2444 -0.3183
N 4.9942 7.1091 1.0021
H 5.9446 2.9163 3.8192
H 4.3895 2.1321 3.3277
H 4.2970 3.6187 4.1376
H 5.0706 5.6864 3.1666
H 6.4932 5.1672 2.2798
H 3.6111 5.6445 1.0127
H 4.4356 5.6369 -1.0996
H 5.0758 4.1552 -0.3569
H 6.0852 5.5933 -0.5808
H 5.5472 7.4084 1.7926
H 5.3661 7.4512 0.1276
C 0.2626 -5.7403 -2.3049
O 0.4105 -4.6525 -3.2194
C 1.0020 -5.0055 -4.4777
C 0.6696 -4.1241 -5.6715
C 1.0155 -4.7087 -7.0523
N 1.2271 -2.8206 -5.5213
H -0.6304 -6.3091 -2.5640
H 0.2469 -5.3144 -1.3016
H 1.1955 -6.2885 -2.4361
H 2.0904 -5.0598 -4.5016
H 0.6421 -6.0222 -4.6355
H -0.4108 -3.9987 -5.5997
H 2.0167 -4.3375 -7.2711
H 0.3268 -4.5173 -7.8752
H 1.1087 -5.7923 -6.9794
H 2.2102 -2.9141 -5.3094
H 0.8585 -2.2926 -4.7432
C -5.7822 -5.1734 5.1450
O -4.4352 -5.5245 5.1118
C -3.6076 -4.4103 4.9414
C -2.1393 -4.8755 5.0114
C -1.8981 -5.7728 6.2103
N -1.3122 -3.7262 5.0400
H -6.0314 -4.5306 5.9893
H -6.4017 -6.0702 5.1506
H -5.8544 -4.5304 4.2678
H -3.6121 -3.9963 3.9331
H -3.8744 -3.5370 5.5366
H -2.0890 -5.5822 4.1830
H -0.8170 -5.7433 6.3457
H -2.2539 -6.8021 6.2552
H -2.2790 -5.2103 7.0628
H -1.5189 -3.2794 4.1582
H -1.8152 -3.1921 5.7341
C -0.7743 6.2422 7.6153
O -2.0198 5.8137 7.0514
C -2.0687 5.9259 5.5731
C -1.1137 5.1050 4.7153
C -1.1902 5.3080 3.2273
N -1.3477 3.7179 5.1719
H -0.4729 7.1732 7.1351
H 0.0585 5.5390 7.6043
H -1.2102 6.5547 8.5642
H -3.0893 5.6890 5.2725
H -1.9145 6.9560 5.2519
H -0.0965 5.3538 5.0179
H -2.2038 5.0205 2.9483
H -0.4676 4.7126 2.6692
H -1.0201 6.3397 2.9195
H -0.8812 3.0504 4.5745
H -2.3449 3.5742 5.1003
C -4.4942 6.3107 -4.4839
O -3.1951 5.8471 -5.0535
C -3.0537 4.4766 -5.5151
C -2.5005 3.5771 -4.4968
C -1.0835 3.8810 -4.0500
N -2.6167 2.2713 -4.9774
H -4.5438 7.1358 -3.7734
H -4.5867 5.5521 -3.7066
H -5.2923 6.2047 -5.2187
H -4.0086 4.1158 -5.8975
H -2.3494 4.3632 -6.3392
H -3.1065 3.6754 -3.5961
H -0.5881 3.1532 -3.4074
H -1.1203 4.8048 -3.4726
H -0.4135 4.0673 -4.8894
H -3.5726 2.0377 -5.2047
H -2.1174 2.2715 -5.8554
C -7.6741 -6.1662 -0.3581
O -6.5566 -5.2829 -0.3150
C -6.0937 -4.9023 -1.6218
C -5.3572 -3.5267 -1.3547
C -6.3628 -2.4428 -0.9651
N -4.6132 -3.1234 -2.4726
H -8.5303 -5.6997 -0.8454
H -7.8355 -6.4636 0.6780
H -7.4654 -7.0360 -0.9809
H -5.4178 -5.6684 -2.0020
H -6.8870 -4.9364 -2.3685
H -4.6558 -3.5075 -0.5205
H -7.0909 -2.3722 -1.7732
H -5.8626 -1.4765 -0.8999
H -6.7082 -2.7743 0.0141
H -4.4263 -2.1330 -2.4061
H -3.6581 -3.4408 -2.5578
C 0.3342 -0.2537 0.5934
O -0.9863 -0.6074 1.0725
H 0.5640 -0.9395 -0.2221
H 0.5342 0.7915 0.3575
H 1.0499 -0.4487 1.3921
H -1.5384 -0.6920 0.2918

> Which of these has the lowest DFT total energy?

C29H78Br2N6NbO6

> Which value of frontier orbital gap does entry 1 give?

1.12 eV

> The highest DFT total energy belongs to which entry?

C29H81N7O8